{
  "formula": "C27H34BF12N4O12PS",
  "method": "ωB97M-V with the def2-TZVPD basis set",
  "smiles": "[H]/N=C\\Cc1c(P(O)O)c(N)cc2nc(B(O)OC)c(S)nc12.CCOC(=O)C(F)(F)F.CCOC(=O)C(F)(F)F.CCOC(=O)C(F)(F)F.CCOC(=O)C(F)(F)F",
  "orbital_gap_ev": 6.506,
  "total_charge": 0,
  "spin_multiplicity": 1,
  "lumo_energy_ev": -1.36,
  "symbols": ["H", "N", "C", "C", "C", "C", "P", "O", "O", "C", "N", "C", "C", "N", "C", "B", "O", "O", "C", "C", "S", "N", "C", "H", "H", "H", "H", "H", "H", "H", "H", "H", "H", "H", "H", "H", "C", "C", "O", "C", "O", "C", "F", "F", "F", "H", "H", "H", "H", "H", "C", "C", "O", "C", "O", "C", "F", "F", "F", "H", "H", "H", "H", "H", "C", "C", "O", "C", "O", "C", "F", "F", "F", "H", "H", "H", "H", "H", "C", "C", "O", "C", "O", "C", "F", "F", "F", "H", "H", "H", "H", "H"],
  "positions_angstrom": [[-3.105, 2.005, -3.093], [-3.656, 1.126, -3.071], [-3.702, 0.789, -1.798], [-3.018, 1.600, -0.598], [-1.442, 1.891, -0.847], [-0.921, 3.367, -1.004], [-2.153, 4.797, -0.917], [-3.366, 4.687, -2.130], [-1.390, 6.328, -0.910], [0.603, 3.651, -1.244], [1.214, 4.990, -1.451], [1.560, 2.434, -1.270], [1.034, 0.949, -1.110], [2.020, -0.089, -1.148], [1.469, -1.408, -1.042], [2.592, -2.614, -1.090], [2.469, -3.874, -0.404], [3.821, -2.383, -1.826], [3.582, -2.267, -3.256], [-0.066, -1.637, -0.895], [-0.672, -3.414, -0.828], [-1.096, -0.652, -0.805], [-0.468, 0.636, -0.922], [-4.251, -0.178, -1.534], [-3.038, 0.903, 0.324], [-3.598, 2.535, -0.290], [-3.018, 4.038, -2.786], [-1.196, 6.618, -1.844], [1.841, 5.145, -0.644], [1.847, 4.850, -2.268], [2.674, 2.596, -1.439], [2.159, -4.505, -1.106], [4.134, -1.308, -3.601], [2.482, -2.248, -3.563], [4.170, -3.133, -3.754], [-1.321, -3.556, -2.047], [-5.910, -6.676, -5.264], [-4.786, -7.360, -4.510], [-3.532, -6.706, -4.765], [-3.294, -5.586, -4.052], [-4.058, -5.120, -3.246], [-1.914, -5.025, -4.384], [-1.671, -4.995, -5.710], [-0.925, -5.763, -3.833], [-1.742, -3.763, -3.938], [-5.678, -6.620, -6.330], [-6.848, -7.219, -5.133], [-6.053, -5.650, -4.915], [-4.681, -8.388, -4.862], [-4.988, -7.406, -3.436], [3.606, -5.173, 1.881], [3.785, -6.551, 2.487], [5.175, -6.914, 2.524], [5.893, -6.402, 3.545], [5.443, -5.674, 4.393], [7.333, -6.906, 3.490], [7.857, -6.840, 2.248], [7.427, -8.197, 3.876], [8.160, -6.207, 4.289], [4.075, -5.123, 0.897], [2.547, -4.930, 1.781], [4.079, -4.405, 2.498], [3.283, -7.294, 1.863], [3.341, -6.616, 3.484], [-6.134, 0.469, 5.219], [-6.121, 1.785, 4.466], [-4.773, 2.200, 4.192], [-4.180, 1.617, 3.130], [-4.705, 0.788, 2.431], [-2.778, 2.184, 2.924], [-2.078, 2.268, 4.076], [-2.810, 3.430, 2.408], [-2.034, 1.440, 2.082], [-5.527, 0.541, 6.125], [-7.153, 0.193, 5.496], [-5.710, -0.336, 4.615], [-6.571, 2.565, 5.083], [-6.705, 1.729, 3.543], [3.932, 10.544, 2.467], [3.873, 9.176, 3.118], [3.288, 8.214, 2.226], [4.111, 7.702, 1.288], [5.269, 8.008, 1.161], [3.377, 6.662, 0.446], [2.152, 7.078, 0.058], [3.190, 5.506, 1.123], [4.041, 6.338, -0.681], [2.941, 10.846, 2.119], [4.303, 11.291, 3.172], [4.588, 10.538, 1.593], [3.230, 9.218, 4.000], [4.859, 8.845, 3.454]]
}

=====

{
  "formula": "C27H39NO4RhSTe",
  "method": "ωB97M-V with the def2-TZVPD basis set",
  "orbital_gap_ev": 8.080,
  "total_charge": 1,
  "spin_multiplicity": 1,
  "lumo_energy_ev": -2.81,
  "de_lowest_kj_mol": 105.9,
  "symbols": ["Rh", "C", "O", "C", "C", "O", "C", "C", "O", "C", "H", "H", "H", "H", "H", "H", "H", "H", "H", "H", "H", "H", "H", "H", "C", "C", "O", "N", "Te", "C", "C", "C", "C", "C", "C", "C", "C", "C", "C", "C", "C", "C", "C", "C", "C", "C", "C", "H", "H", "H", "H", "H", "H", "H", "H", "H", "H", "H", "H", "H", "H", "H", "H", "H", "H", "H", "H", "H", "H", "H", "H", "H", "S", "C"],
  "positions_angstrom": [[-0.146, -1.895, 1.015], [-2.156, -4.503, -1.243], [-0.864, -3.922, -1.190], [0.062, -4.805, -0.608], [1.432, -4.198, -0.613], [1.549, -3.055, 0.263], [2.643, -3.134, 1.199], [3.344, -1.795, 1.315], [2.487, -0.735, 1.674], [2.369, -0.556, 3.078], [-2.119, -5.494, -1.708], [-2.785, -3.854, -1.848], [-2.586, -4.597, -0.241], [0.128, -5.723, -1.211], [-0.240, -5.094, 0.408], [1.699, -3.878, -1.622], [2.141, -4.954, -0.278], [3.383, -3.838, 0.815], [2.270, -3.504, 2.157], [3.792, -1.541, 0.351], [4.154, -1.903, 2.046], [3.344, -0.336, 3.521], [1.940, -1.439, 3.561], [1.701, 0.287, 3.243], [-2.834, -0.630, 3.531], [-1.953, 0.153, 2.608], [-1.739, 1.381, 2.786], [-1.434, -0.399, 1.501], [-0.175, 1.123, 0.959], [-0.663, 3.145, 0.483], [0.282, 4.061, 0.959], [1.498, 3.749, 1.803], [0.101, 5.404, 0.624], [-0.969, 5.846, -0.131], [-1.149, 7.301, -0.456], [-1.903, 4.905, -0.557], [-1.774, 3.560, -0.262], [-2.825, 2.603, -0.730], [0.038, 0.180, -0.936], [1.349, 0.296, -1.449], [2.394, 1.154, -0.784], [1.679, -0.361, -2.624], [0.739, -1.100, -3.330], [1.103, -1.817, -4.597], [-0.552, -1.164, -2.833], [-0.940, -0.560, -1.641], [-2.370, -0.793, -1.227], [-3.088, -0.026, 4.397], [-2.341, -1.547, 3.846], [-3.745, -0.908, 3.000], [1.432, 2.823, 2.368], [1.649, 4.553, 2.521], [2.396, 3.697, 1.182], [0.827, 6.124, 0.987], [-0.255, 7.875, -0.219], [-1.980, 7.719, 0.115], [-1.378, 7.439, -1.513], [-2.762, 5.232, -1.132], [-3.670, 3.137, -1.162], [-3.200, 2.010, 0.107], [-2.431, 1.930, -1.492], [2.659, 0.776, 0.206], [2.049, 2.185, -0.664], [3.297, 1.190, -1.392], [2.686, -0.268, -3.013], [2.090, -1.527, -4.951], [0.379, -1.607, -5.385], [1.104, -2.897, -4.436], [-1.298, -1.721, -3.389], [-2.996, -0.874, -2.116], [-2.772, -0.019, -0.591], [-2.447, -1.725, -0.666], [-1.019, -4.085, 3.343], [-0.635, -3.052, 2.268]]
}

=====

{
  "formula": "C4H10N2O",
  "method": "ωB97M-V with the def2-TZVPD basis set",
  "smiles": "C[C@@H](N)CNC=O",
  "orbital_gap_ev": 10.104,
  "total_charge": 0,
  "spin_multiplicity": 1,
  "lumo_energy_ev": 0.94,
  "de_lowest_kj_mol": 148.3,
  "symbols": ["C", "C", "N", "C", "N", "C", "O", "H", "H", "H", "H", "H", "H", "H", "H", "H", "H"],
  "positions_angstrom": [[-1.291, -2.026, 1.170], [-0.805, -0.602, 0.978], [0.038, -0.094, 2.032], [-0.060, -0.474, -0.357], [-0.242, 0.672, -1.240], [0.765, 1.411, -1.793], [1.905, 1.415, -1.385], [-0.519, -2.768, 0.956], [-1.581, -2.204, 2.204], [-2.133, -2.255, 0.528], [-1.621, 0.125, 0.869], [0.746, -0.728, 2.344], [-0.313, 0.287, 2.900], [1.017, -0.505, -0.166], [-0.234, -1.346, -0.970], [-1.143, 1.105, -1.111], [0.431, 2.101, -2.574]]
}

=====

{
  "formula": "C4H7NO2",
  "method": "ωB97M-V with the def2-TZVPD basis set",
  "orbital_gap_ev": [9.776, 7.322],
  "total_charge": 0,
  "spin_multiplicity": 1,
  "lumo_energy_ev": [0.05, -1.65],
  "de_lowest_kj_mol": 899.6,
  "symbols": ["C", "C", "C", "C", "N", "O", "O", "H", "H", "H", "H", "H", "H", "H"],
  "positions_angstrom": [[0.261, -1.914, -0.178], [0.554, -1.471, 1.256], [0.881, -0.521, 0.115], [0.234, 2.367, 0.043], [2.042, 0.228, -0.303], [2.298, 0.361, -1.487], [2.691, 0.765, 0.582], [0.763, -2.709, -0.714], [-0.710, -1.781, -0.539], [-0.390, -1.390, 1.930], [1.410, -1.809, 1.796], [-0.879, 2.299, 0.108], [0.812, 2.648, -0.826], [0.801, 1.953, 0.827]]
}